{"formula": "C36H28BClN13O6Pb", "method": "ωB97M-V/def2-TZVPD", "homo_ev": [-12.8, -12.8], "relative_energy_ev": 3.858, "spin_multiplicity": 2, "molar_mass_da": 992.170, "charge": 2, "symbols": ["Pb", "O", "C", "C", "C", "C", "C", "C", "C", "O", "N", "N", "C", "C", "C", "C", "C", "C", "N", "H", "H", "H", "H", "H", "H", "H", "H", "H", "H", "C", "C", "N", "N", "C", "B", "N", "C", "C", "C", "N", "N", "C", "C", "C", "N", "N", "C", "C", "C", "N", "H", "H", "H", "H", "H", "H", "H", "H", "H", "H", "H", "H", "O", "C", "O", "C", "C", "Cl", "N", "N", "C", "C", "O", "O", "C", "C", "C", "C", "C", "C", "H", "H", "H", "H", "H", "H"], "coordinates": [[-0.1997, 0.0248, -0.4182], [3.3976, 3.0682, 1.5796], [2.6185, 4.1071, 1.8328], [3.2005, 5.3423, 2.1366], [2.4194, 6.4366, 2.4207], [1.0206, 6.3621, 2.3860], [0.4225, 5.1689, 2.0900], [1.2001, 4.0241, 1.8299], [0.5902, 2.7606, 1.6060], [1.1377, 1.7036, 1.2954], [-0.7963, 2.7468, 1.7836], [-1.5901, 1.8550, 1.8892], [-2.6505, 1.2467, 2.1320], [-2.7927, -0.2152, 2.1118], [-3.9477, -0.7743, 2.6607], [-4.0254, -2.1558, 2.7531], [-2.9575, -2.9269, 2.3168], [-1.8646, -2.2783, 1.7511], [-1.8033, -0.9631, 1.6386], [2.8751, 2.2560, 1.4226], [4.2753, 5.4042, 2.1438], [2.8875, 7.3757, 2.6710], [0.4270, 7.2377, 2.5873], [-0.6554, 5.0760, 2.0291], [-3.5323, 1.8009, 2.4543], [-4.7525, -0.1424, 3.0016], [-4.9021, -2.6222, 3.1761], [-2.9755, -4.0027, 2.4116], [-1.0044, -2.8224, 1.3885], [-2.9379, 3.0463, -2.6258], [-2.2677, 2.5943, -1.4967], [-1.3872, 1.6539, -1.8233], [-1.4649, 1.4823, -3.1577], [-2.4023, 2.3032, -3.6554], [-0.5142, 0.4789, -3.8459], [0.9226, 0.7915, -3.3635], [1.9474, 1.2927, -4.0734], [3.0556, 1.3732, -3.2547], [2.6128, 0.9003, -2.0244], [1.3300, 0.5694, -2.1070], [-0.9406, -0.9404, -3.3943], [-1.2464, -2.0111, -4.1450], [-1.6169, -3.0471, -3.3098], [-1.5156, -2.5139, -2.0328], [-1.1187, -1.2475, -2.1008], [-0.4813, 0.4902, -5.3692], [-1.0258, 1.2060, -6.3748], [-0.5959, 0.6664, -7.5732], [0.2483, -0.3941, -7.2050], [0.3256, -0.4427, -5.9021], [-3.6923, 3.8016, -2.6887], [-2.3994, 2.9226, -0.4851], [-2.6775, 2.3189, -4.6867], [1.8485, 1.5831, -5.0981], [4.0352, 1.7211, -3.5046], [3.1502, 0.7888, -1.1047], [-1.1896, -2.0059, -5.2141], [-1.9162, -4.0370, -3.5862], [-1.7133, -2.9748, -1.0867], [-1.6621, 2.0540, -6.2357], [-0.8178, 1.0093, -8.5612], [0.8079, -1.0630, -7.8243], [4.6366, -4.4113, 0.8782], [4.3233, -4.1354, 2.1022], [4.9004, -4.5809, 3.0684], [3.1808, -3.1999, 2.3578], [2.8294, -2.8225, 3.6579], [3.5973, -3.3531, 5.0668], [1.7932, -1.9483, 3.5605], [1.4580, -1.7697, 2.2788], [2.2638, -2.5029, 1.5386], [2.1094, -2.5201, 0.0167], [3.0054, -3.0858, -0.6021], [1.0802, -1.9840, -0.4279], [1.1176, -1.2084, 4.5515], [0.4117, -0.0775, 4.1425], [-0.2261, 0.7174, 5.0764], [-0.1845, 0.3842, 6.4227], [0.4790, -0.7643, 6.8241], [1.1261, -1.5627, 5.8963], [4.0737, -3.9476, 0.1820], [0.3820, 0.1498, 3.0894], [-0.7509, 1.6077, 4.7572], [-0.6693, 1.0108, 7.1552], [0.4935, -1.0411, 7.8679], [1.6304, -2.4560, 6.2187]], "forces_ev_per_angstrom": [[0.108, 0.078, -0.429], [0.364, -0.459, -0.018], [-0.765, 0.371, 0.056], [0.172, -0.210, -0.046], [-0.049, -0.215, -0.084], [-0.267, -0.067, -0.011], [0.091, -0.064, 0.026], [0.453, 0.089, -0.058], [2.401, 0.056, 0.156], [-0.424, 0.706, 0.400], [-2.207, -1.409, -0.652], [0.833, 1.193, -0.093], [-0.658, -0.377, 0.094], [-0.284, -1.149, -0.232], [0.316, 0.292, -0.190], [0.173, -0.123, -0.016], [-0.155, 0.147, 0.074], [-0.279, -0.106, 0.157], [-0.024, 0.138, 0.351], [0.123, 0.459, -0.005], [0.181, 0.019, 0.026], [0.100, 0.080, -0.011], [-0.073, 0.098, 0.014], [-0.087, 0.134, 0.077], [0.284, 0.306, 0.235], [-0.119, 0.055, 0.100], [-0.074, -0.024, 0.017], [0.012, -0.034, -0.049], [0.071, -0.120, -0.135], [0.061, -0.087, 0.020], [-0.105, 0.000, -0.311], [0.159, 0.086, 0.104], [-0.337, 0.314, -0.311], [-0.187, 0.138, 0.177], [0.204, -0.170, -0.515], [0.160, 0.239, -0.230], [0.180, 0.044, 0.208], [-0.182, -0.030, 0.163], [0.047, 0.168, -0.259], [-0.205, -0.384, 0.611], [-0.004, -0.134, -0.469], [-0.141, -0.272, 0.179], [-0.021, 0.203, 0.203], [-0.059, -0.133, -0.262], [-0.066, 0.079, 0.609], [0.104, 0.263, -0.010], [-0.279, 0.154, -1.116], [-0.196, 0.341, 0.352], [-0.429, 1.035, 0.084], [0.891, -1.560, 1.027], [-0.179, 0.136, -0.037], [0.075, 0.011, 0.291], [0.044, -0.068, -0.198], [-0.138, -0.118, -0.274], [0.194, 0.064, -0.106], [0.141, -0.058, 0.243], [0.075, 0.164, -0.093], [-0.060, -0.144, -0.079], [0.015, -0.120, 0.239], [-0.080, 0.124, 0.046], [-0.186, 0.124, -0.203], [0.183, -0.217, -0.094], [0.127, -0.113, -0.624], [0.393, -0.338, 0.494], [-0.073, 0.006, -0.616], [-0.450, 0.286, -0.876], [2.260, -1.797, 0.649], [-0.874, 0.804, -0.790], [-2.151, 1.489, -1.178], [-1.219, 1.219, 2.581], [2.360, -1.945, -0.270], [0.752, -0.449, 0.445], [0.005, 0.016, -0.148], [-0.761, 0.407, -0.124], [-0.283, 0.396, 0.367], [-0.156, 0.249, -0.126], [0.075, -0.173, -0.306], [0.011, -0.060, 0.114], [0.034, -0.035, -0.039], [0.145, -0.235, 0.195], [-0.025, 0.045, 0.380], [0.055, 0.141, -0.078], [-0.008, 0.044, -0.004], [-0.046, 0.049, 0.060], [0.025, -0.048, 0.019], [-0.091, -0.015, 0.134]], "lowdin_charge": [1.489, 0.127, -0.230, 0.029, -0.014, -0.048, -0.012, -0.087, -0.371, -0.053, 0.235, 0.123, 0.019, -0.268, 0.020, -0.008, 0.001, -0.126, 0.015, 0.097, 0.134, 0.126, 0.117, 0.119, 0.175, 0.126, 0.128, 0.124, 0.104, -0.025, -0.148, -0.077, 0.034, -0.030, -0.639, 0.028, -0.022, -0.013, -0.118, -0.080, 0.039, -0.015, -0.007, -0.129, -0.096, -0.018, -0.073, -0.039, -0.126, 0.034, 0.106, 0.086, 0.109, 0.133, 0.107, 0.111, 0.124, 0.109, 0.100, 0.095, 0.096, 0.111, 0.176, -0.509, 0.063, -0.003, -0.459, 1.023, -0.002, 0.222, -0.044, -0.567, 0.099, -0.132, -0.160, -0.011, -0.052, -0.033, -0.029, -0.010, 0.082, 0.070, 0.104, 0.122, 0.126, 0.068]}